Entry 1:
65
Properties=species:S:1:pos:R:3 method="wB97M-V/def2-TZVPD" e_homo_ha=-0.284 relative_energy_ev=6.480 gap_ev=6.94
N 0.990 1.341 -0.133
C 4.268 2.695 0.934
C -3.374 -3.058 1.586
C 2.121 1.305 2.015
O -2.217 -0.939 0.685
C 4.366 2.207 2.231
C 1.849 1.116 -3.742
F -0.142 2.722 1.944
C 0.610 1.322 -4.343
H 3.078 2.887 -0.818
F 2.009 -0.994 3.950
O -1.512 1.854 0.045
C -0.353 1.663 -2.133
O 0.062 -2.547 0.759
Zr -0.602 0.245 0.411
F -3.576 -4.338 1.298
H -0.318 1.886 -6.188
F -1.465 1.157 2.642
C 2.002 1.163 -2.371
F -4.434 -2.582 2.216
F -0.417 -4.796 -1.574
F -3.556 1.470 -2.739
I 4.611 -1.070 -0.173
C 5.603 2.395 3.044
F -0.032 -0.540 4.466
H 1.381 1.400 -6.336
F -3.065 3.813 -0.832
C 3.148 2.464 0.170
H -1.444 1.768 -3.973
F -0.298 2.328 4.049
C 2.076 1.699 0.649
F 1.573 -4.034 -1.654
F -2.210 3.826 -2.799
O -0.288 -1.094 -1.182
S -2.962 -2.040 0.081
O -4.143 -1.773 -0.630
F 1.539 0.788 5.054
H 0.129 0.187 -6.081
H 6.479 2.325 2.407
H 5.677 1.638 3.816
I 1.898 -1.666 0.144
C 0.442 1.200 -5.826
C 0.889 0.668 2.678
H 2.712 0.904 -4.355
C 0.297 -3.694 -1.746
H 5.086 3.255 0.512
F -2.366 -0.164 -1.991
C 1.132 -0.002 4.059
O 0.298 -0.355 1.952
C -1.973 3.488 -1.525
F 0.081 -3.218 -2.968
S -0.443 -2.402 -0.569
F -3.620 0.955 -0.646
H 2.972 0.958 -1.940
F -2.314 -2.971 2.392
C 3.264 1.559 2.767
C -1.607 2.002 -1.305
C -2.816 1.105 -1.705
C 0.915 1.442 -1.520
H 5.589 3.374 3.519
N -1.903 -2.922 -0.672
F -0.964 4.245 -1.096
H 3.326 1.236 3.791
C -0.476 1.599 -3.520
C -0.232 1.749 2.863

***

Entry 2:
53
Properties=species:S:1:pos:R:3 method="wB97M-V/def2-TZVPD" e_homo_ha=-0.420 relative_energy_ev=2.711 gap_ev=8.96 charge=+1
H 6.971 -0.730 1.163
O -3.101 1.239 -0.787
O -0.632 -3.140 -1.959
H -3.236 -4.780 2.973
H -3.384 -1.844 1.679
O -0.073 4.250 3.530
O 4.483 -2.237 1.884
C 5.389 -1.478 2.013
C -2.667 -2.932 3.188
N 5.982 -1.191 3.101
H -3.816 -3.542 1.584
H -4.264 3.255 -1.711
N -1.124 4.885 1.623
N -0.022 6.273 2.709
N 1.601 3.596 -2.957
N 0.616 -0.571 1.433
C -0.441 5.054 2.669
H -2.397 -4.408 4.530
N -2.733 -4.175 3.607
H 0.467 6.455 3.574
H 1.806 1.689 -4.526
H -4.720 0.149 -3.087
H 1.193 3.657 -3.879
H 0.976 4.031 -2.294
H -4.961 2.238 -2.968
H 0.485 -1.149 0.615
H -1.713 -3.641 -3.897
O 2.269 2.131 -1.412
H -0.772 -5.006 -4.376
H 6.450 -0.296 3.108
H -3.201 -0.396 -2.528
N 5.964 -0.747 1.093
N -4.352 2.361 -2.172
H 0.613 -4.991 -1.427
N -0.815 -4.103 -3.925
O -2.195 -1.983 3.858
N -3.805 0.387 -2.731
C 2.034 2.387 -2.561
H 0.954 0.325 1.112
H -0.349 -0.484 1.718
H -0.300 7.005 2.070
N 0.241 -5.121 -2.358
H 5.651 -0.789 0.134
H 1.238 -0.971 2.121
C -3.725 1.333 -1.833
H -0.316 -5.901 -2.675
N -3.253 -2.801 1.975
C -0.339 -4.023 -2.695
N 2.095 1.543 -3.569
H -1.601 4.015 1.433
H -1.499 5.755 1.273
H 5.549 -1.397 3.990
H 2.780 0.813 -3.435

***

Entry 3:
122
Properties=species:S:1:pos:R:3 method="wB97M-V/def2-TZVPD" e_homo_ha=-0.328 relative_energy_ev=5.742 gap_ev=9.41 smiles=COC[C@H](C)N.COC[C@H](C)N.COC[C@H](C)N.COC[C@H](C)N.COC[C@H](C)N.COC[C@H](C)N.OCCO.OCCO
C -2.340 -2.176 1.259
H -4.940 -2.737 -2.494
C -5.771 -2.051 -2.525
H 0.106 4.109 3.670
H 6.193 -1.821 3.559
H 0.414 -0.437 5.334
C 0.432 4.552 2.778
H -3.145 -5.790 -3.878
H -5.414 -1.163 -5.855
C 4.983 0.033 3.825
N -6.834 -2.892 -4.603
H 5.906 -2.734 -1.095
H -0.410 5.234 6.769
H 0.101 -4.886 -3.284
C -1.717 0.760 4.901
H -0.541 -3.457 -4.160
H -2.653 -4.544 -4.821
H 4.128 -0.480 4.245
N -1.613 -0.564 -1.957
H -7.209 -3.554 -3.905
H -0.568 -3.302 -0.131
H 2.471 4.291 4.512
H -2.530 1.494 4.760
H -0.151 2.538 -1.728
H -7.593 -2.595 -5.184
H 7.626 -0.671 2.155
H 5.724 -1.091 -0.302
H 2.039 -3.400 -2.354
H -0.516 0.422 0.395
H -2.201 5.168 2.693
O -2.754 -2.277 -0.050
O -4.453 -0.009 -4.399
N 0.727 0.508 5.422
H -1.205 -1.467 -2.218
C 4.695 0.145 -2.196
N -1.960 4.246 2.353
H -1.677 0.168 3.975
H -2.240 -0.283 -2.664
H 5.628 0.687 -2.566
H 1.440 -1.890 -1.637
C -3.551 0.593 -5.298
C 2.149 0.890 0.783
H -1.363 4.859 -0.225
C 2.363 3.531 3.703
H -4.209 -1.997 -4.865
H -1.651 1.970 -0.877
C -0.557 -3.999 -3.190
C -0.503 2.463 6.262
C 3.580 0.492 -3.222
H -0.432 3.275 1.370
H 0.295 0.329 -2.466
H -1.952 3.664 3.211
H -1.608 2.111 -2.647
H 1.234 -2.125 -3.333
H 1.812 2.708 4.140
H -2.904 1.345 -4.809
H -3.185 -2.306 1.941
H -6.868 -0.889 -3.831
C 5.957 -1.637 -1.237
H -2.278 -1.546 -0.592
H -0.012 1.965 4.251
H 0.427 5.615 2.995
H 1.707 1.145 1.714
C 1.211 -2.657 -2.397
H 2.702 1.982 -2.201
H 3.561 2.507 -3.538
H -1.599 -4.250 1.546
O 7.020 -0.102 2.660
H 4.404 0.508 -1.208
O 4.356 1.037 3.084
N 2.945 1.812 -3.187
O -0.167 -3.140 0.734
C -0.514 0.428 -1.734
H 0.471 -0.845 -0.128
H 6.934 -1.188 -1.536
H -6.693 -2.532 -2.128
H 5.077 1.624 2.742
H -1.938 -1.177 1.534
H -0.971 -3.063 2.631
H -1.537 -5.328 -0.918
C -0.655 4.246 1.750
H -3.244 -5.670 -1.555
H -2.145 5.207 6.561
N -2.378 -5.189 -4.079
H -2.584 -3.667 -2.529
O 1.324 1.061 -0.341
H 4.495 -0.810 -4.755
H 3.251 0.404 -5.222
C 4.118 0.245 -4.648
H 3.068 1.480 0.688
H 5.359 -1.344 2.154
H 5.547 0.423 4.647
H 0.509 2.825 6.473
H 0.385 5.214 0.173
H -2.904 -0.233 -5.736
H 1.646 0.578 4.876
H -1.718 -6.519 -2.170
H 4.862 0.895 -5.022
H -0.854 6.205 0.810
H -1.428 4.201 7.774
C -1.296 4.625 6.782
C -6.179 -1.725 -3.889
C -5.046 -1.211 -4.813
H -1.912 0.216 5.864
C -1.979 -4.522 -2.855
C 0.213 0.206 -0.423
O 4.890 -1.237 -2.155
C -0.407 1.490 5.134
C -0.647 5.167 0.546
H -5.530 -1.202 -1.951
C 5.880 -0.914 3.028
C -1.272 -3.202 1.606
H 2.307 -0.207 0.878
O -1.174 3.616 5.822
O -0.056 -3.133 -2.127
H 3.364 3.162 3.383
H -1.031 2.055 7.111
H 2.831 -0.283 -3.026
H -4.102 1.054 -6.123
O 1.740 4.065 2.551
C -1.004 1.859 -1.759
C -2.136 -5.586 -1.763

***

Entry 4:
8
Properties=species:S:1:pos:R:3 method="wB97M-V/def2-TZVPD" e_homo_ha="-0.897 / -0.910" gap_ev="5.55 / 7.19" s2=1.63 multiplicity=2 charge=+3
Li -4.062 3.204 -1.237
C -0.569 1.171 -0.556
Al -0.310 3.725 -1.172
O -2.148 2.871 -1.060
H 0.650 0.847 -2.667
C -1.875 1.693 -0.695
H -0.403 0.137 -0.236
O 0.409 1.941 -0.849

***

Entry 5:
106
Properties=species:S:1:pos:R:3 method="wB97M-V/def2-TZVPD" e_homo_ha="-0.261 / -0.272" relative_energy_ev=0.000 gap_ev="7.20 / 7.07" s2=0.79 multiplicity=2
H 2.437 -0.504 2.439
H -1.979 3.007 7.182
H 2.236 5.830 -3.595
C 1.714 2.352 2.279
H -3.287 1.350 -0.498
N 0.562 1.740 2.022
H 2.988 2.500 4.106
N 0.207 1.097 3.157
C 2.149 3.987 -2.476
H 3.476 1.718 -4.832
C 2.250 -3.354 -1.350
H 1.005 0.891 5.101
H 1.871 -6.712 -1.060
C 3.564 -1.937 3.611
H 5.803 0.860 -4.805
C 3.124 1.955 -0.890
C -1.793 2.139 6.575
H -2.487 -3.057 -4.815
C 0.013 2.775 -2.552
H 3.567 -2.176 -0.121
P 1.560 -1.873 -2.164
C 5.013 0.306 -4.315
H -0.111 5.651 -4.368
N -0.972 -1.173 3.257
C 4.289 -1.602 -3.036
N -2.247 0.857 2.456
C -0.466 3.784 -3.361
H 4.347 0.045 3.934
O -2.344 -1.697 -0.521
H 1.689 0.469 -3.683
H 6.070 -0.668 5.548
C -1.646 -2.145 -2.546
C 4.668 -3.686 4.893
C -1.088 -2.216 4.105
N 1.861 1.921 -1.245
N -1.330 -2.209 -1.318
C 3.206 -3.172 -0.348
C 0.319 4.889 -3.731
H 4.439 -4.085 1.143
H -2.006 2.810 4.460
B -1.155 0.356 3.430
C 3.704 -3.297 3.988
C -0.686 -3.564 -5.851
C 3.697 0.824 -0.090
H -3.892 1.149 3.753
C -3.212 1.250 0.573
H -2.632 -1.773 -2.823
C 1.347 -3.086 -4.675
H -0.433 -3.519 1.193
C 5.528 -2.745 5.458
C -0.763 -2.607 -3.627
H 6.313 -1.271 -3.661
H -1.204 -3.928 -6.728
H -1.481 3.706 -3.729
C 1.129 1.312 4.115
H 1.279 -3.953 -6.631
H 5.017 2.997 -0.950
C -1.405 -3.075 -4.777
H -5.215 1.720 1.436
H -1.273 -2.052 5.149
H 4.122 4.851 -2.338
C 2.254 -5.719 -0.861
H 1.023 -4.805 -2.355
H -0.898 -4.386 3.768
C 3.494 4.021 -2.038
N -0.715 -1.619 2.003
C -3.532 1.158 2.739
H 2.185 2.946 1.512
C 4.446 -0.999 4.203
N -2.058 0.894 1.117
H -1.340 0.452 7.989
C 5.300 -0.888 -3.669
S -1.018 1.387 -2.238
C 1.612 4.994 -3.306
H 2.429 -3.071 -4.651
C -1.467 0.834 6.988
C -0.883 -3.378 3.391
N -1.310 0.025 5.956
C 3.698 -4.249 0.370
C 3.709 0.787 -4.331
C -0.645 -2.944 2.084
H 4.354 0.234 -0.735
C 3.219 -5.528 0.116
C 2.591 -1.547 2.683
C 2.704 0.082 -3.689
H 2.923 0.164 0.296
H 3.595 -6.371 0.682
C 0.637 -2.594 -3.579
C 1.773 -4.640 -1.593
Pb 0.119 0.274 -0.094
H 4.756 -4.729 5.170
C -1.826 2.054 5.207
C 2.120 2.120 3.597
C 0.701 -3.577 -5.797
H 4.290 1.190 0.749
H 3.031 -4.027 3.554
C 2.984 -1.120 -3.035
C 5.406 -1.401 5.107
C -4.185 1.435 1.561
C 3.985 3.012 -1.274
H 1.936 -2.280 2.237
H 6.282 -3.055 6.169
H -2.012 -1.804 0.391
C 1.354 2.890 -2.069
N -1.556 0.771 4.854
H 4.524 -2.536 -2.538